# C43H64N11O5

A cluster of 11 separate species, C43H64N11O5 in total in a non-equilibrium geometry (the ωB97M-V functional and the def2-TZVPD basis, OMol25).

Each line ends with the Löwdin charge.
Atoms and positions in Å:
H: 4.676 -3.079 3.142  0.092
H: -4.079 4.482 1.290  0.157
N: 5.431 -4.000 1.432  -0.025
H: 0.461 2.474 0.103  0.070
H: -0.666 6.533 -4.921  0.113
C: 1.218 -7.626 -6.095  -0.086
C: 3.697 -1.327 -5.613  -0.127
C: -4.177 2.311 -1.632  -0.068
C: 0.155 1.704 -0.543  0.023
H: -6.522 -0.322 -1.006  0.115
H: 1.455 3.949 -2.404  0.064
H: 0.854 1.723 -1.315  0.045
N: 4.276 -0.936 -4.461  -0.093
H: -3.597 1.808 0.543  -0.012
H: -6.646 -1.589 0.233  0.114
N: 2.016 -6.474 -6.086  -0.082
C: -1.558 5.510 -3.211  -0.055
H: -4.564 5.473 -0.978  0.149
C: -1.390 2.965 3.774  -0.142
O: -4.302 -2.116 0.377  0.083
H: 1.718 -1.227 2.332  0.149
H: -7.423 1.648 2.612  0.198
H: 1.442 5.506 -4.877  0.129
C: 0.542 4.487 -2.747  -0.087
H: 0.790 -2.206 -2.739  0.078
N: 0.341 -2.863 5.018  -0.446
C: -0.370 -3.413 -0.681  0.017
O: -3.968 -1.202 -1.587  -0.002
C: -1.705 2.579 5.120  -0.064
C: -0.232 3.967 3.700  -0.077
C: 4.272 5.062 2.063  -0.087
C: 1.483 -2.460 0.623  -0.066
H: 2.541 3.510 1.924  0.010
C: -6.606 -0.194 3.291  -0.149
N: -4.706 -1.509 -0.563  -0.378
H: 1.547 -0.761 -6.437  0.053
C: -5.960 -0.865 -0.222  0.022
H: -0.357 -4.175 6.297  0.137
H: 2.697 -4.896 -4.589  0.086
H: 2.549 -6.127 -6.999  0.204
H: 2.341 -1.489 -2.144  0.126
H: -2.113 2.903 3.002  0.036
H: 1.395 5.248 0.068  0.119
C: -4.522 3.646 -2.104  -0.118
H: 2.010 0.624 1.461  0.127
H: 6.235 -3.413 1.308  0.130
C: 4.606 -3.960 2.537  -0.109
C: 2.264 0.358 -4.503  -0.037
H: 5.100 4.638 2.735  0.098
N: 0.274 3.885 4.976  -0.043
H: -4.149 1.321 -2.127  0.077
H: -0.171 -2.645 6.949  0.074
H: 1.515 0.990 -4.288  0.011
N: -0.586 5.946 -4.153  -0.035
H: 3.388 -6.493 0.397  0.088
H: 1.189 -6.436 -2.744  0.067
N: -0.032 -0.922 -0.696  0.099
H: 5.516 -5.094 -0.444  0.088
C: 0.671 -7.748 -4.682  -0.079
C: 1.341 -6.688 -3.841  -0.078
C: 1.507 -2.361 -1.942  -0.007
H: -2.434 1.869 5.482  0.063
H: -5.770 -0.122 0.453  0.042
C: -0.573 3.245 5.983  -0.021
H: -2.454 5.860 -3.025  0.021
C: -5.302 -0.553 3.583  -0.041
H: -0.630 -0.720 1.854  0.055
H: 1.192 -8.133 -6.932  0.034
H: -0.851 1.943 -0.980  0.090
C: 4.459 6.284 1.301  -0.141
C: 2.942 4.429 1.751  -0.066
H: -4.906 -1.475 3.887  0.063
H: 3.190 -1.193 1.324  0.096
H: -0.788 -3.588 0.239  0.075
C: -0.582 -3.084 6.134  0.072
H: -1.240 4.250 -1.371  0.027
H: 0.405 4.461 2.910  0.093
C: 3.531 -4.955 2.278  -0.073
C: 1.790 0.076 0.538  -0.149
H: -0.138 0.872 2.197  0.163
C: 2.192 -5.858 -4.872  -0.135
C: -5.277 1.594 2.884  -0.147
H: 3.487 7.300 -0.028  0.166
H: 5.122 6.890 1.008  0.038
O: 1.412 -3.340 5.040  0.115
C: 0.631 -2.254 -0.731  -0.417
C: -4.327 0.619 3.258  -0.041
C: 2.428 5.393 0.667  -0.087
C: -0.666 0.201 1.304  0.004
H: 2.580 0.273 -0.191  0.129
H: -5.138 2.661 2.464  0.111
C: 4.932 -4.920 0.452  -0.126
N: 3.390 6.433 0.526  -0.034
N: -4.418 4.466 -1.023  -0.071
H: -1.508 -2.864 5.807  0.063
H: -4.636 3.858 -3.115  0.084
H: 1.032 4.402 5.306  0.108
C: 0.302 0.254 0.123  -0.392
C: -0.854 4.553 -2.282  -0.079
H: 5.268 -1.393 -4.017  0.250
C: 2.143 -1.179 1.208  -0.177
H: -0.379 3.248 7.010  0.056
O: -1.140 -0.910 -1.422  0.175
C: -3.920 3.979 0.158  -0.094
O: -0.204 -2.190 4.108  0.017
C: 3.617 0.070 -3.802  -0.172
H: -0.051 -8.576 -4.550  0.075
H: 0.815 -2.704 1.375  0.077
H: 3.953 0.655 -2.913  0.095
C: 3.856 -5.703 1.008  -0.073
H: -3.251 0.602 3.178  0.057
H: 2.674 -5.167 2.827  0.041
H: 2.095 -3.178 0.400  0.043
H: -0.915 -3.482 -1.502  0.051
H: 0.185 -4.327 -0.564  0.105
N: -6.573 1.067 2.922  -0.011
H: 1.917 -3.408 -2.175  0.124
C: -3.711 2.455 -0.228  -0.072
C: 2.324 -0.582 -5.717  -0.030
H: -7.307 -0.659 3.502  -0.002
H: -1.757 0.439 1.253  0.088
H: 4.093 -2.176 -6.134  0.080
C: 0.629 5.357 -4.065  -0.092

The calculation puts the HOMO energy at -9.418 eV. As for the net charge: +1. The value obtained for the total energy is -72221.9734 eV. The energy above the lowest of the compared OMol25 structures with the same formula, charge and spin is 2.328 eV. The frontier orbital gap is 4.17 eV. Its multiplicity is 1.



# C43H64N11O5

A cluster of 11 separate species, C43H64N11O5 in total in a non-equilibrium geometry (the ωB97M-V functional and the def2-TZVPD basis, OMol25).

Each line ends with the Löwdin charge.
Atoms and positions in Å:
C: 5.870 -2.151 2.396  -0.129
N: -1.985 4.742 1.734  -0.070
C: -2.292 0.573 -1.051  -0.139
H: 1.962 -5.839 -2.561  0.131
H: 1.736 3.666 2.174  0.045
H: -1.491 0.848 -6.722  0.079
C: -1.372 3.043 -4.152  -0.077
C: -1.832 4.718 0.338  -0.121
H: 1.230 1.259 -5.504  0.011
H: 1.185 -3.172 1.362  0.039
H: -1.537 -3.627 2.998  0.023
H: 1.358 -1.233 7.051  0.060
H: 6.764 -2.663 2.060  0.104
H: -2.562 -1.409 -2.376  0.181
H: -1.786 1.968 0.436  0.063
N: 2.856 -4.168 -3.193  -0.456
C: 2.010 -5.276 -3.506  0.067
C: 2.625 -6.343 1.413  -0.088
N: -2.011 2.271 -5.100  -0.018
N: 6.116 -1.473 3.544  -0.029
H: -2.859 -1.001 3.703  0.072
H: 0.156 1.823 2.029  0.132
H: -3.246 4.051 -1.252  0.018
H: -2.003 0.968 -1.955  0.046
H: 3.574 -6.985 1.572  0.124
O: 1.212 -0.267 4.884  0.065
H: 2.900 -0.750 3.007  0.011
H: 1.153 -4.887 -3.810  0.064
C: 0.330 1.627 -5.267  -0.020
C: -0.676 -1.458 -1.226  -0.420
C: 3.875 -1.085 3.033  -0.050
C: 2.392 -4.976 0.742  -0.085
C: -3.144 4.277 -0.258  -0.084
C: 1.643 -2.013 6.432  0.074
C: 3.544 0.424 -2.626  -0.056
N: -0.265 5.975 3.498  -0.091
H: 4.595 1.743 0.082  0.027
C: 3.486 1.874 -2.905  -0.099
H: -2.707 -1.437 -0.536  0.047
H: 2.339 -5.853 -4.245  0.065
C: -0.364 4.972 4.579  -0.018
H: 1.768 -7.076 3.019  0.058
C: -0.529 -2.933 -0.933  -0.023
H: 0.520 -3.220 -1.077  0.064
C: -1.106 1.488 -5.917  -0.040
C: 1.156 -5.106 2.747  -0.114
H: -1.812 3.829 -3.676  0.056
H: -1.247 -3.520 -1.637  0.146
H: 0.734 3.163 -3.715  -0.036
H: -5.082 2.716 -2.581  0.063
H: -0.538 -1.898 -3.254  0.144
H: -4.549 0.017 -3.402  0.065
C: -4.770 0.976 -5.520  -0.046
C: 0.040 -1.218 -2.555  0.023
H: -5.240 4.290 0.815  0.097
O: 1.320 -1.233 -0.058  0.153
C: -0.070 0.622 0.300  -0.475
C: 4.460 -2.047 2.026  -0.048
H: 4.435 -0.480 -0.575  0.074
H: -4.616 0.136 -6.031  0.037
H: 3.844 3.782 -1.332  0.154
H: 2.948 -4.683 -0.252  0.091
H: -0.852 4.775 0.045  0.044
H: -4.931 -3.132 0.547  0.077
C: -3.308 -3.921 1.628  -0.053
H: -3.008 2.151 -5.190  0.044
O: 0.797 -2.357 4.183  -0.033
C: -3.354 4.688 2.136  -0.095
N: 4.369 1.641 -0.759  0.004
C: 1.000 4.170 2.698  -0.066
H: 3.251 2.235 -3.799  0.021
C: 0.787 1.661 -0.424  0.031
H: 0.467 2.625 -0.033  0.075
H: 0.994 -1.335 -2.615  0.007
O: 2.518 -3.421 -2.330  0.042
C: -2.475 -3.203 2.702  -0.031
C: -3.198 -1.811 3.011  -0.037
N: 1.758 -6.310 2.534  -0.024
C: -5.030 2.298 -3.567  -0.077
H: -1.143 4.862 2.636  0.140
N: -5.094 2.364 -5.916  0.029
H: -0.807 -3.343 -0.053  0.022
C: -2.154 -1.022 -1.276  -0.068
C: -4.761 0.918 -3.965  -0.047
H: 0.734 6.343 1.763  0.050
C: -1.594 0.974 0.253  -0.102
C: 3.902 2.612 -1.690  -0.089
H: 1.230 -3.051 6.794  0.147
H: -0.868 5.213 5.390  0.041
H: -5.374 2.548 -6.811  0.106
H: -3.433 4.788 3.175  0.063
C: -4.089 4.331 0.890  -0.103
C: 0.124 2.732 -4.269  -0.052
H: 0.592 1.321 -1.570  0.140
H: 1.861 1.599 -0.038  0.097
C: 1.434 -4.191 1.588  -0.088
O: 3.856 -4.049 -3.856  0.105
C: -4.324 -1.825 1.976  -0.132
N: 0.113 -0.747 -0.161  0.116
H: 2.680 -2.052 6.304  0.069
C: 0.439 3.799 4.052  -0.029
H: -0.627 7.063 3.456  0.233
H: 3.252 -0.544 -3.271  0.122
H: 0.744 -4.835 3.802  0.122
H: -5.402 4.064 -4.904  0.032
C: 4.171 0.325 -1.224  -0.063
N: 1.123 -1.445 5.100  -0.347
H: -5.028 -1.015 1.792  0.095
H: 4.936 -0.156 4.826  0.069
H: -3.378 1.067 -1.129  0.150
C: 0.666 5.619 2.424  -0.055
H: -0.115 -0.350 -2.948  0.013
N: -4.377 -3.024 1.286  -0.015
H: -0.379 0.130 2.564  0.129
H: -2.205 0.401 1.036  0.139
H: 0.413 2.852 4.530  0.062
C: 4.975 -0.780 3.987  -0.091
H: -3.392 -4.813 1.191  0.042
H: 3.870 -2.530 1.323  0.028
H: 1.124 0.321 2.094  -0.015
H: 7.073 -1.329 3.877  0.156
C: -5.234 3.141 -4.780  -0.067
C: 0.289 0.657 1.748  -0.022

The calculation puts the HOMO energy at -9.432 eV. As for the net charge: +1. The value obtained for the total energy is -72220.3025 eV. The energy above the lowest of the compared OMol25 structures with the same formula, charge and spin is 3.999 eV. The frontier orbital gap is 4.08 eV. Its multiplicity is 1.



Question: What is the formula in the first record?
Answer: C43H64N11O5